5 unconnected molecules or ions with the total composition C27H34Br2O16 at a distorted geometry. Source: the Open Molecules 2025 dataset; level of theory: ωB97M-V with the def2-TZVPD basis set.

Structure (XYZ):
```
79
Properties=species:S:1:pos:R:3:forces:R:3:lowdin_charge:R:1
O -3.180 -1.923 -0.771 1.5 -0.1 -0.2 0.02
C -2.052 -2.303 -0.846 -1.8 0.3 0.5 -0.71
Br -0.759 -1.146 -1.775 0.0 -0.5 0.2 0.78
C -1.590 -3.627 -0.225 1.4 0.7 -0.1 -0.08
C -0.148 -3.489 0.229 -1.0 0.3 -0.1 -0.19
C 0.838 -4.262 -0.186 0.7 0.1 0.1 0.08
C 2.210 -3.958 0.345 0.1 -0.2 0.1 -0.27
O 3.029 -4.813 0.612 -0.5 0.6 -0.3 0.11
C 2.477 -2.490 0.554 -0.5 -0.5 0.1 -0.07
C 3.697 -1.937 0.327 0.6 -0.9 -0.1 0.05
C 3.874 -0.586 0.493 1.9 0.9 -0.1 -0.21
C 5.236 -0.011 0.190 0.4 -0.7 -1.6 -0.06
C 5.613 -0.381 -1.285 -0.5 2.3 0.0 -0.31
C 5.357 0.760 -2.289 -2.6 -2.8 -1.2 0.02
O 4.546 -0.545 -2.127 0.2 -1.1 0.3 -0.11
C 2.868 0.233 0.892 -0.9 0.6 0.2 -0.05
C 1.634 -0.331 1.140 -0.8 0.9 0.5 -0.56
Br 0.194 0.807 1.676 0.4 -0.1 -0.1 0.85
C 1.440 -1.666 0.975 -1.5 -1.3 0.2 -0.16
C 0.112 -2.353 1.192 0.4 0.0 0.2 -0.34
O -0.682 -2.071 2.061 0.2 -0.1 -0.6 0.10
H -1.676 -4.396 -0.994 -0.1 0.0 0.1 0.14
H -2.209 -3.851 0.643 -0.3 0.1 -0.2 0.14
H 0.671 -5.064 -0.896 0.2 -0.2 0.2 0.14
H 4.516 -2.572 0.010 0.0 0.0 0.0 0.15
H 5.260 1.074 0.156 -0.1 0.0 0.9 0.11
H 6.007 -0.457 0.818 -0.1 0.4 0.3 0.12
H 6.498 -0.981 -1.453 0.1 -0.2 -0.1 0.14
H 4.453 1.364 -2.208 1.0 1.3 0.9 0.11
H 5.523 0.591 -3.351 1.5 0.8 0.2 0.10
H 2.972 1.303 1.004 0.3 0.0 0.0 0.12
C 9.080 -6.516 -0.738 0.3 0.0 0.0 -0.05
O 7.873 -7.095 -1.232 0.1 0.0 -0.1 0.00
C 6.793 -6.815 -0.498 -0.1 -0.1 -0.1 -0.63
O 6.775 -6.141 0.498 0.0 0.1 0.1 0.13
O 5.746 -7.410 -1.062 0.0 -0.1 -0.1 0.01
C 4.505 -7.197 -0.377 -0.2 0.0 0.0 -0.04
H 9.876 -6.815 -1.415 -0.1 -0.1 -0.1 0.09
H 9.012 -5.429 -0.731 -0.1 0.0 0.1 0.10
H 9.306 -6.888 0.259 -0.1 0.1 0.0 0.10
H 4.250 -6.143 -0.353 0.2 -0.2 0.1 0.06
H 4.549 -7.601 0.633 0.1 0.1 0.0 0.10
H 3.737 -7.731 -0.933 0.2 -0.1 -0.1 0.10
C -1.016 3.585 -0.558 -0.2 -0.2 0.0 -0.05
O -0.104 4.472 -1.212 0.0 0.0 0.0 0.01
C -0.006 5.671 -0.646 0.1 -0.1 -0.1 -0.61
O -0.603 6.042 0.332 0.2 -0.1 -0.2 0.11
O 0.867 6.393 -1.346 0.0 0.0 0.0 0.01
C 1.068 7.715 -0.843 0.1 0.3 0.0 -0.04
H -1.006 2.648 -1.109 0.2 0.1 -0.1 0.08
H -0.699 3.393 0.464 0.0 0.1 0.0 0.05
H -2.027 3.991 -0.575 0.0 0.1 0.1 0.10
H 1.468 7.685 0.169 -0.1 0.0 0.0 0.10
H 0.139 8.283 -0.869 0.0 -0.1 0.1 0.10
H 1.794 8.195 -1.494 0.0 -0.2 -0.1 0.09
C -10.350 -3.486 -0.305 -0.3 0.0 0.0 -0.05
O -8.980 -3.883 -0.277 0.0 -0.1 0.0 0.00
C -8.128 -2.937 -0.679 0.1 -0.1 0.0 -0.63
O -8.427 -1.831 -1.043 0.0 0.1 0.0 0.13
O -6.895 -3.431 -0.605 0.0 0.0 0.0 0.01
C -5.866 -2.518 -1.009 -0.2 0.0 -0.1 -0.04
H -10.934 -4.334 0.041 0.2 -0.1 0.0 0.09
H -10.520 -2.643 0.364 0.0 0.1 -0.1 0.10
H -10.657 -3.234 -1.319 0.0 0.1 0.0 0.10
H -5.858 -1.640 -0.368 -0.1 0.0 -0.1 0.10
H -6.000 -2.230 -2.051 -0.1 0.1 0.1 0.11
H -4.929 -3.035 -0.907 -0.1 -0.3 0.1 0.06
C -6.306 9.140 2.010 -0.2 0.1 0.0 -0.05
O -4.889 9.271 1.902 0.0 0.1 0.0 0.00
C -4.212 8.169 2.239 0.1 0.1 0.0 -0.63
O -4.697 7.132 2.607 -0.1 -0.1 0.0 0.12
O -2.915 8.421 2.095 0.0 0.1 0.0 0.01
C -2.060 7.319 2.423 0.1 -0.1 0.3 -0.04
H -6.736 10.092 1.712 0.2 0.1 0.0 0.09
H -6.673 8.362 1.343 0.0 -0.1 0.1 0.10
H -6.596 8.927 3.038 0.0 -0.1 0.0 0.10
H -2.258 6.475 1.777 -0.1 0.0 0.1 0.08
H -2.183 7.038 3.470 -0.1 0.0 0.0 0.10
H -1.038 7.646 2.265 -0.1 0.2 -0.1 0.08
```
Positions in Å, forces in eV/Å.

The structure (SMILES) is O=C(Br)CC1=CC(=O)c2cc(C[C@@H]3CO3)cc(Br)c2C1=O.COC(=O)OC.COC(=O)OC.COC(=O)OC.COC(=O)OC. The value obtained for the HOMO-LUMO gap is 8.539 eV. The net charge is 0. The LUMO energy comes out at -1.169 eV. For the calculated total energy, the calculation gives -201392.17930 eV. As for the spin multiplicity: 1. As for the HOMO energy: -0.3568 Eh. The calculation puts the energy above the lowest of the compared OMol25 structures with the same formula, charge and spin at 0.0 kcal per mole.



A molecular structure, C27H34CaCl3N4O8S4 at a distorted geometry. Source: the Open Molecules 2025 dataset; level of theory: ωB97M-V with the def2-TZVPD basis set.

Structure (XYZ):
```
81
Properties=species:S:1:pos:R:3:forces:R:3:lowdin_charge:R:1
Ca -0.208 0.065 0.654 0.8 1.4 -0.1 1.24
C 1.904 1.944 -4.000 -0.2 -0.6 0.3 -0.53
C 3.254 2.192 -3.345 0.0 0.1 0.6 -0.51
S 3.152 2.223 -1.511 0.2 0.1 -0.2 0.83
C 4.499 1.077 -1.069 -0.3 0.3 -0.3 -0.54
C 4.374 -0.328 -1.627 -0.6 -0.4 0.3 -0.50
S 2.787 -1.113 -1.110 0.5 0.0 -0.3 0.86
C 2.200 -1.846 -2.671 0.2 0.1 0.4 -0.52
C 1.946 -0.881 -3.817 -0.3 0.3 0.1 -0.50
S 0.935 0.554 -3.312 0.1 0.1 -0.4 0.81
H 1.255 2.806 -3.849 0.0 0.0 -0.1 0.07
H 2.029 1.775 -5.072 0.0 0.2 0.0 0.08
H 3.977 1.425 -3.613 0.0 0.0 -0.1 0.05
H 3.642 3.158 -3.673 0.1 -0.1 -0.1 0.07
H 5.444 1.531 -1.378 0.0 -0.1 0.1 0.07
H 4.458 1.044 0.020 0.1 0.0 0.1 0.05
H 4.422 -0.339 -2.714 0.1 0.0 0.0 0.05
H 5.193 -0.939 -1.245 0.1 0.0 -0.1 0.07
H 2.908 -2.621 -2.976 -0.2 0.0 -0.1 0.08
H 1.261 -2.302 -2.355 0.1 -0.1 -0.1 0.05
H 2.871 -0.496 -4.242 0.1 0.0 0.0 0.06
H 1.396 -1.403 -4.601 0.1 0.0 -0.1 0.07
Cl -2.300 -0.804 -1.919 -0.5 -0.2 -0.8 0.61
C -3.484 -0.424 -3.204 0.0 0.0 0.5 -0.96
Cl -2.699 0.295 -4.614 0.1 0.1 -0.2 0.49
H -4.206 0.294 -2.813 0.1 -0.2 0.0 0.02
H -3.966 -1.340 -3.539 0.1 0.1 0.2 0.03
C 2.926 4.336 3.141 -0.1 0.5 -0.2 -0.02
N 2.985 2.908 2.953 -0.2 -0.3 -0.2 -0.05
C 3.852 2.128 3.622 0.0 -0.6 -0.1 -0.05
C 3.841 0.782 3.463 0.1 0.2 0.1 -0.01
C 2.854 0.233 2.584 0.5 0.2 0.1 -0.39
N 2.031 1.015 1.905 -0.5 -1.0 -0.4 0.15
C 2.069 2.347 2.022 0.5 0.7 0.5 -0.51
O 1.369 3.113 1.388 -0.3 0.3 -0.2 0.02
N 2.788 -1.083 2.394 -0.1 0.1 0.1 0.18
H 3.459 4.618 4.046 0.0 -0.1 0.0 0.09
H 1.878 4.629 3.213 0.1 0.1 0.0 0.10
H 3.358 4.851 2.280 0.0 0.0 0.1 0.10
H 4.550 2.628 4.280 0.0 0.0 0.0 0.13
H 4.533 0.140 3.981 0.1 0.0 0.1 0.10
H 3.276 -1.688 3.034 0.0 0.0 -0.1 0.12
H 1.959 -1.440 1.906 0.1 -0.3 0.1 0.05
O 0.349 -1.988 1.522 0.5 -0.1 0.9 -0.16
C -0.140 -2.395 0.445 -0.2 -2.0 -0.1 -0.73
O -0.038 -1.747 -0.616 -0.1 -0.2 -1.1 -0.29
C -0.876 -3.702 0.448 0.1 -0.1 -0.1 -0.17
C -1.451 -4.209 -0.709 0.3 0.2 0.1 -0.03
C -2.167 -5.402 -0.703 -0.2 -0.3 0.2 0.01
C -2.288 -6.052 0.501 0.3 0.2 0.4 -0.20
O -2.937 -7.230 0.789 0.1 0.3 -0.5 0.03
C -2.761 -7.434 2.173 -0.5 -0.9 0.7 -0.18
O -1.957 -6.411 2.706 0.3 0.4 0.0 0.03
C -1.701 -5.551 1.662 -0.1 -0.1 -0.5 -0.18
C -0.993 -4.380 1.665 -0.1 -0.3 0.1 0.06
H -1.351 -3.656 -1.630 0.0 0.1 0.0 0.10
H -2.618 -5.800 -1.596 -0.1 0.0 -0.1 0.11
H -2.274 -8.410 2.336 -0.1 0.2 -0.1 0.13
H -3.744 -7.433 2.676 0.2 0.1 -0.2 0.14
H -0.557 -3.962 2.557 0.0 0.0 0.1 0.13
N -0.607 2.083 -0.587 0.4 0.3 -0.4 -0.02
C -1.875 2.598 -0.232 -0.7 0.4 0.1 -0.34
C -2.058 3.217 1.002 0.0 0.0 -0.1 -0.05
C -3.327 3.614 1.388 0.2 0.0 0.0 -0.06
C -4.410 3.363 0.572 -0.9 0.0 0.2 -0.26
C -4.228 2.803 -0.671 0.1 0.0 -0.2 -0.05
C -2.957 2.446 -1.089 0.2 0.0 0.1 -0.06
S -6.091 3.661 1.182 -0.1 0.2 0.1 0.41
O -6.085 3.017 2.491 0.0 0.1 -0.2 -0.37
O -6.961 3.020 0.198 0.3 0.1 0.1 -0.39
O -6.232 5.117 1.236 0.2 -0.3 0.0 -0.38
H 0.139 2.616 -0.149 0.2 0.2 -0.1 0.05
H -0.479 2.038 -1.592 0.0 0.0 0.2 0.04
H -1.206 3.366 1.653 0.0 0.0 0.0 0.10
H -3.506 4.106 2.330 0.1 0.0 0.2 0.12
H -5.098 2.649 -1.289 -0.1 -0.1 -0.1 0.10
H -2.789 2.041 -2.078 0.0 -0.1 -0.1 0.07
Cl -2.901 -1.470 1.456 -0.4 -0.6 -0.3 0.45
C -2.012 -0.039 2.094 -0.4 0.7 1.1 -0.74
H -1.824 -0.305 3.139 0.0 0.1 0.1 -0.04
H -2.763 0.755 2.104 0.0 0.0 0.1 -0.04
```
Positions in Å, forces in eV/Å.

The value obtained for the HOMO-LUMO gap is 6.019 eV. The net charge is -1. The LUMO energy comes out at 1.535 eV. For the calculated total energy, the calculation gives -150243.55226 eV. As for the spin multiplicity: 1. As for the HOMO energy: -0.1648 Eh. The calculation puts the energy above the lowest of the compared OMol25 structures with the same formula, charge and spin at 26.0 kcal per mole.



A molecular structure, C27H34CoN9O3S3 at a distorted geometry. Source: the Open Molecules 2025 dataset; level of theory: ωB97M-V with the def2-TZVPD basis set.

Structure (XYZ):
```
77
Properties=species:S:1:pos:R:3:forces:R:3:lowdin_charge:R:1
Co 0.369 -0.946 -1.917 -1.3 -1.1 -0.3 0.57
C 0.469 2.604 -4.062 0.1 0.0 0.1 0.02
C 0.689 1.430 -3.169 -0.6 -0.3 -0.5 -0.22
N -0.028 0.358 -3.200 0.4 1.0 -0.5 0.00
C -1.209 0.214 -4.028 -0.3 -0.3 -0.1 -0.15
C -2.118 -0.788 -3.305 0.1 0.2 0.0 -0.17
N -1.290 -1.892 -2.766 -0.2 -0.2 0.2 -0.11
C -1.016 -2.887 -3.823 0.2 -0.1 0.1 -0.17
C -0.045 -3.937 -3.320 -0.1 0.2 0.0 -0.19
N 1.180 -3.286 -2.848 0.2 0.0 -0.1 -0.07
C 1.779 -3.968 -1.697 -0.2 0.3 0.1 -0.17
C 1.091 -3.428 -0.431 0.0 -0.3 -0.2 -0.15
N 1.234 -1.987 -0.513 0.9 -0.1 0.5 0.00
C 2.212 -1.394 0.089 -0.4 -0.9 0.0 -0.23
C 3.083 -2.025 1.126 0.1 0.2 0.0 0.03
C 2.438 -0.026 -0.391 0.0 0.7 -0.6 -0.16
C 3.243 0.975 0.133 0.1 -0.1 0.1 0.05
C 3.289 2.201 -0.515 -0.1 0.0 0.0 0.01
C 2.512 2.423 -1.644 0.0 0.1 -0.1 0.05
C 1.708 1.397 -2.114 0.5 -0.4 0.5 -0.15
N 1.725 0.199 -1.504 0.8 1.1 0.6 0.07
H 0.377 2.278 -5.098 0.0 0.0 0.0 0.10
H 1.292 3.310 -3.992 0.0 0.0 0.0 0.08
H -0.453 3.125 -3.793 0.0 0.0 0.0 0.11
H -0.922 -0.160 -5.015 0.1 0.0 0.0 0.13
H -1.730 1.162 -4.176 0.0 0.0 0.0 0.13
H -2.887 -1.165 -3.983 0.0 0.0 0.0 0.13
H -2.611 -0.306 -2.462 0.0 0.0 0.0 0.09
H -1.844 -2.347 -2.030 0.2 0.2 0.0 0.02
H -0.570 -2.378 -4.680 -0.1 0.1 0.0 0.12
H -1.947 -3.357 -4.151 0.0 0.0 0.0 0.14
H 0.159 -4.671 -4.103 -0.1 0.0 0.0 0.13
H -0.506 -4.466 -2.483 0.0 -0.1 0.0 0.12
H 1.845 -3.197 -3.605 0.0 -0.1 0.0 0.12
H 2.840 -3.715 -1.650 0.0 -0.1 0.0 0.12
H 1.682 -5.056 -1.757 0.0 0.0 0.0 0.13
H 1.534 -3.862 0.465 0.0 0.0 0.0 0.12
H 0.026 -3.664 -0.456 0.0 0.0 0.1 0.11
H 2.485 -2.520 1.891 0.0 0.0 0.0 0.10
H 3.708 -1.281 1.612 0.0 0.0 0.0 0.09
H 3.738 -2.773 0.673 0.0 0.0 0.0 0.11
H 3.810 0.819 1.039 0.0 0.0 0.0 0.13
H 3.914 2.992 -0.125 0.0 0.0 0.0 0.13
H 2.522 3.388 -2.130 0.0 0.0 0.0 0.13
S -3.269 -1.992 -0.077 -0.2 -0.2 -0.3 0.62
C -2.893 -1.711 1.508 0.2 0.0 0.4 -1.19
N -2.065 -2.461 2.250 -0.1 0.1 0.1 -0.07
C -1.993 -2.204 3.688 0.0 0.0 0.1 -0.19
C -2.613 -0.824 3.942 0.0 0.2 -0.2 -0.36
S -3.513 -0.369 2.418 0.0 -0.2 -0.1 0.96
H -1.780 -3.357 1.888 -0.1 0.0 -0.1 0.13
H -0.952 -2.225 4.011 0.0 0.0 0.0 0.12
H -2.535 -2.979 4.233 0.0 0.0 0.0 0.12
H -1.871 -0.054 4.146 0.0 0.0 0.1 0.07
H -3.329 -0.845 4.757 0.1 0.0 0.1 0.08
O 1.350 3.573 6.933 0.1 0.2 -0.1 -0.34
S 0.317 2.837 6.252 -0.4 0.6 -0.1 0.39
O 0.695 1.500 5.842 0.1 -0.3 -0.4 -0.39
O -1.018 2.924 6.814 0.0 0.0 0.0 -0.35
C -0.006 3.754 4.651 0.3 -1.0 1.2 -0.33
N -0.041 5.080 4.601 -0.2 0.3 -0.5 0.14
C -0.424 5.601 3.433 0.2 -0.3 0.6 -0.10
C -0.738 4.817 2.328 -0.2 -0.2 -0.5 0.00
C -0.634 3.440 2.484 0.2 0.7 1.0 -0.23
N -0.285 2.925 3.664 -0.1 0.2 -0.6 0.13
C -0.795 2.407 1.459 -0.1 -0.4 -0.6 -0.12
C -1.346 2.568 0.188 0.0 0.0 0.2 0.03
C -1.330 1.498 -0.688 -0.1 -0.1 0.1 -0.12
N -0.828 0.291 -0.395 0.1 0.3 -0.2 0.05
C -0.403 0.126 0.864 -0.1 -0.2 -0.1 -0.16
C -0.349 1.130 1.793 0.0 -0.1 0.1 0.00
H -0.461 6.683 3.393 -0.1 0.0 -0.1 0.11
H -1.033 5.269 1.389 0.0 0.0 0.0 0.10
H -1.809 3.499 -0.112 0.1 0.0 0.0 0.12
H -1.758 1.621 -1.676 0.0 0.0 0.0 0.10
H -0.097 -0.873 1.134 0.0 0.0 0.0 0.10
H 0.027 0.956 2.795 0.0 0.0 0.0 0.12
```
Positions in Å, forces in eV/Å.

The value obtained for the HOMO-LUMO gap (spin up / spin down) is 4.198 / 4.221 eV. The net charge is +1. The LUMO energy (spin up / spin down) comes out at -4.910 / -4.887 eV. For the calculated total energy, the calculation gives -118231.38887 eV. As for the spin multiplicity: 2. As for the HOMO energy (spin up / spin down): -0.3347 / -0.3347 Eh. As for the expectation value of S²: 0.758. The calculation puts the energy above the lowest of the compared OMol25 structures with the same formula, charge and spin at 0.0 kcal per mole.



A molecular structure, C27H34N5S3SiTc. Source: the Open Molecules 2025 dataset; level of theory: ωB97M-V with the def2-TZVPD basis set.

Structure (XYZ):
```
71
Properties=species:S:1:pos:R:3:forces:R:3:lowdin_charge:R:1
Tc -0.666 1.173 0.960 -0.1 -0.2 -0.2 0.84
C 1.716 2.773 2.329 0.0 0.1 0.0 -0.07
N 1.430 1.525 1.557 0.0 0.0 0.0 -0.30
C 2.199 1.557 0.289 0.0 0.0 -0.1 -0.17
C 1.532 2.532 -0.673 0.0 0.0 0.1 -0.14
N 0.115 2.150 -0.963 0.0 -0.1 -0.1 -0.25
C 0.097 1.152 -2.063 0.0 0.0 0.0 -0.08
C -0.648 3.347 -1.330 0.0 0.1 0.1 -0.30
C -0.651 3.867 -2.618 0.0 0.0 -0.1 -0.02
C -1.368 5.019 -2.906 0.0 0.0 0.0 -0.06
C -2.082 5.662 -1.906 0.0 0.0 0.0 -0.06
C -2.066 5.162 -0.615 0.0 0.0 0.0 -0.10
C -1.342 4.007 -0.314 0.0 0.0 0.0 -0.61
S -1.288 3.406 1.338 0.0 0.1 0.0 0.67
C 1.746 0.424 2.466 0.0 -0.1 0.1 -0.35
C 2.984 -0.181 2.533 0.0 0.0 0.0 -0.02
C 3.208 -1.170 3.486 0.0 0.0 0.0 -0.05
C 2.210 -1.523 4.378 0.0 0.0 0.0 -0.06
C 0.968 -0.901 4.322 0.0 0.0 0.0 -0.08
C 0.730 0.062 3.354 0.0 0.0 -0.1 -0.58
S -0.874 0.787 3.125 -0.1 0.0 0.2 0.68
H 2.777 2.790 2.590 0.0 0.0 0.0 0.11
H 1.121 2.778 3.238 0.0 0.0 0.0 0.08
H 1.454 3.652 1.752 0.0 0.0 0.0 0.06
H 2.227 0.549 -0.123 0.0 0.0 0.0 0.09
H 3.225 1.891 0.470 0.0 0.0 0.0 0.13
H 2.096 2.575 -1.608 0.0 0.0 0.0 0.14
H 1.526 3.537 -0.253 0.0 0.0 0.0 0.12
H 0.476 1.580 -2.991 0.0 0.0 0.0 0.09
H -0.916 0.782 -2.204 0.0 0.0 0.0 0.08
H 0.732 0.314 -1.789 0.0 0.0 0.0 0.06
H -0.100 3.388 -3.415 0.0 0.0 0.0 0.11
H -1.369 5.409 -3.915 0.0 0.0 0.0 0.11
H -2.650 6.555 -2.131 0.0 0.0 0.0 0.11
H -2.612 5.659 0.176 0.0 0.0 0.0 0.11
H 3.779 0.103 1.854 0.0 0.0 0.0 0.12
H 4.173 -1.657 3.532 0.0 0.0 0.0 0.11
H 2.391 -2.291 5.118 0.0 0.0 0.0 0.12
H 0.180 -1.179 5.009 0.0 0.0 0.0 0.11
C 0.939 -4.193 1.500 0.0 0.0 -0.1 -0.17
Si 1.254 -3.951 -0.332 0.1 -0.1 0.0 0.51
C 2.782 -2.890 -0.607 -0.1 0.0 0.0 -0.18
C 1.538 -5.625 -1.127 0.0 0.1 0.0 -0.18
C -0.249 -3.176 -1.205 0.0 0.0 0.0 -0.24
C -0.898 -3.878 -2.218 0.0 0.0 0.0 -0.07
C -1.973 -3.323 -2.898 0.0 0.0 0.0 -0.05
C -2.371 -2.046 -2.553 0.0 0.0 0.0 -0.13
N -1.781 -1.337 -1.590 0.0 0.0 0.0 0.03
C -0.769 -1.896 -0.935 -0.1 0.0 -0.1 -0.64
S 0.004 -1.005 0.396 0.0 0.1 0.0 0.72
H 1.717 -4.839 1.917 0.0 0.0 0.0 0.04
H -0.022 -4.681 1.675 0.0 0.0 0.0 0.04
H 0.949 -3.252 2.050 0.0 0.0 0.0 -0.01
H 3.679 -3.462 -0.356 0.0 0.0 0.0 0.04
H 2.763 -2.000 0.025 0.0 0.0 0.0 -0.01
H 2.871 -2.577 -1.650 0.0 0.0 0.0 0.04
H 2.400 -6.099 -0.650 0.0 0.0 0.0 0.04
H 1.758 -5.550 -2.194 0.0 0.0 0.0 0.04
H 0.688 -6.298 -0.999 0.0 0.0 0.0 0.04
H -0.562 -4.872 -2.487 0.0 0.0 0.0 0.10
H -2.481 -3.863 -3.685 0.0 0.0 0.0 0.11
H -3.195 -1.561 -3.064 0.0 0.0 0.0 0.11
N -3.333 1.514 -0.549 0.0 0.0 0.0 0.03
C -4.556 1.005 -0.766 0.0 0.0 0.0 -0.06
C -4.677 -0.115 0.027 0.0 0.0 0.0 -0.04
C -3.462 -0.208 0.705 0.0 0.0 0.0 -0.14
N -2.655 0.787 0.352 0.0 0.1 0.0 -0.18
H -2.934 2.371 -0.905 0.0 0.0 0.0 0.13
H -5.241 1.473 -1.451 0.0 0.0 0.0 0.13
H -5.526 -0.771 0.103 0.0 0.0 0.0 0.11
H -3.120 -0.947 1.411 0.0 0.0 0.0 0.11
```
Positions in Å, forces in eV/Å.

The value obtained for the HOMO-LUMO gap (spin up / spin down) is 5.677 / 6.358 eV. The net charge is +1. The LUMO energy (spin up / spin down) comes out at -4.731 / -4.195 eV. For the calculated total energy, the calculation gives -78580.59329 eV. As for the spin multiplicity: 2. As for the HOMO energy (spin up / spin down): -0.3825 / -0.3878 Eh. As for the expectation value of S²: 0.862. The calculation puts the energy above the lowest of the compared OMol25 structures with the same formula, charge and spin at 2.5 kcal per mole.



> Number 2 is which compound?

C27H34CaCl3N4O8S4